Version one
The following is a quantum chemistry calculation of a gas-phase ion, C4H8NOS (charge -1), from the OMol25 dataset.

Values from the calculation:
* SMILES string: CNC(=O)CC[S-]
* E_HOMO: -2.429 eV

```
! wB97M-V def2-TZVPD RIJCOSX def2/J DEFGRID3
* xyz -1 1
C -0.35953 -1.32798 -1.27923
N 0.67743 -1.37091 -0.26890
C 1.14225 -0.29289 0.44560
O 2.05655 -0.44953 1.24132
C 0.45237 1.01165 0.21327
C -0.83508 1.22660 1.04728
S -1.38566 2.95095 1.05260
H 0.01028 -1.08206 -2.27154
H -1.14122 -0.63114 -1.00790
H -0.83889 -2.29456 -1.34457
H 1.21833 -2.21659 -0.19923
H 0.18084 1.22337 -0.81906
H 1.14327 1.79970 0.50336
H -1.63235 0.60450 0.62269
H -0.68858 0.84889 2.06429
*
```



Version two
The following is a quantum chemistry calculation of a gas-phase ion, C4H8NOS (charge -1), from the OMol25 dataset.

Values from the calculation:
* E_HOMO (spin up / spin down): -2.209 / -2.205 eV

```
! wB97M-V def2-TZVPD RIJCOSX def2/J DEFGRID3
* xyz -1 1
C 0.80299 1.09283 -2.94665
C 0.25957 -0.87507 -0.31856
C -0.11243 -0.44536 0.97896
C -1.42693 0.22112 1.26565
N 0.69000 -0.60446 2.02942
O 0.28140 -0.54354 3.28924
S 1.22222 0.79438 -1.37595
H 1.33319 0.56782 -3.88455
H -0.24575 1.41362 -3.32713
H 1.12372 -1.50718 -0.50881
H -0.64724 -0.85003 -1.02401
H -2.09732 -0.33122 0.69543
H -1.36079 1.36788 0.85807
H -1.49403 0.33557 2.32568
H 1.67140 -0.63633 1.94320
*
```



In terms of stability, version one leads; the second structure lies 5.110 eV higher.



Version one
The following is a quantum chemistry calculation of 9 unconnected molecules or ions with the total composition C18H57N15O9, from the OMol25 dataset.

Values from the calculation:
* SMILES string: COC[C@H](C)N.COC[C@H](C)N.COC[C@H](C)N.NC(N)=O.NC(N)=O.NC(N)=O.NC(N)=O.NC(N)=O.NC(N)=O
* E_HOMO: -9.572 eV

```
! wB97M-V def2-TZVPD RIJCOSX def2/J DEFGRID3
* xyz 0 1
C 4.45008 -0.11084 2.79196
O 4.44193 1.02650 1.83367
C 3.66622 2.17885 2.07487
C 3.42616 2.84082 0.67928
C 2.76912 4.17178 0.87818
N 2.57240 1.94730 -0.09673
H 3.60486 -0.06043 3.43909
H 5.41032 -0.09125 3.35838
H 4.46338 -0.94262 2.12874
H 2.65350 1.92871 2.42697
H 4.07355 2.93421 2.74759
H 4.44017 2.92171 0.26172
H 2.24500 4.51518 -0.01529
H 3.38846 5.00062 1.29630
H 1.94822 4.03412 1.58114
H 3.14480 1.16621 -0.47092
H 2.36857 2.49791 -0.88530
C 4.03324 -4.19758 -3.79587
O 3.96234 -2.80784 -4.13434
C 2.83467 -2.18113 -3.58143
C 2.82828 -0.65388 -3.87133
C 4.24324 -0.03897 -3.62734
N 1.78605 -0.12510 -3.04446
H 3.31111 -4.75418 -4.38490
H 3.83129 -4.40219 -2.75591
H 4.96769 -4.64884 -4.02124
H 1.87139 -2.64074 -3.98399
H 2.86400 -2.28643 -2.46095
H 2.59757 -0.54997 -4.92055
H 4.71805 -0.10706 -2.59701
H 4.20319 1.05368 -3.84281
H 4.92619 -0.52290 -4.33838
H 2.04203 -0.35427 -2.07134
H 0.88933 -0.58368 -3.32528
C -0.01136 -1.73782 4.96091
O -0.88802 -2.10745 3.86911
C -0.28312 -2.79186 2.75385
C -1.45979 -3.49122 2.12981
C -2.00775 -4.54615 3.04562
N -1.03698 -4.11292 0.80300
H -0.63973 -1.16650 5.64563
H 0.84108 -1.05722 4.66251
H 0.34356 -2.68676 5.36080
H 0.33892 -2.07859 2.18544
H 0.34410 -3.57805 3.12486
H -2.28544 -2.72375 2.05027
H -2.21991 -4.24406 4.05817
H -1.28314 -5.37191 3.16931
H -2.92059 -4.85061 2.53625
H -0.99698 -3.43368 0.08432
H -1.81807 -4.79351 0.66204
N -3.06034 4.54592 -1.66105
C -3.11839 4.12235 -0.33652
N -1.84226 4.27486 0.14145
O -4.14506 3.72157 0.21112
H -2.22750 4.92127 -2.06409
H -3.78182 4.13645 -2.26106
H -1.77329 4.14138 1.16843
H -1.08189 4.29270 -0.50407
N -2.50378 0.09402 -3.46817
C -2.80611 -1.15529 -2.98864
N -1.63199 -1.89811 -2.57495
O -3.98311 -1.59136 -2.84908
H -3.22201 0.66047 -3.88453
H -1.55340 0.42783 -3.45498
H -0.86411 -1.38617 -2.12882
H -1.91208 -2.66084 -1.98590
N -0.17662 1.80927 -1.99461
C 0.39679 2.97237 -2.43681
N 1.65743 2.84561 -3.00190
O -0.01275 4.09473 -2.19903
H -0.69903 2.06914 -1.15979
H 0.46394 1.00369 -1.88811
H 2.00345 3.72300 -3.36266
H 2.01432 1.96135 -3.32820
N -3.70607 1.83894 2.43888
C -2.47027 1.88819 2.96962
N -2.12940 0.86939 3.77873
O -1.60988 2.70423 2.69480
H -4.09131 0.93565 2.35478
H -3.92629 2.52730 1.71995
H -1.36787 1.17628 4.33001
H -2.69822 0.19696 4.21471
N -4.67793 -0.16727 -0.02738
C -4.73142 -1.18200 0.86958
N -4.76058 -2.46751 0.25154
O -4.71079 -1.13853 2.06469
H -4.49961 -0.37269 -0.98469
H -4.84012 0.83504 0.10507
H -4.76634 -2.51222 -0.75197
H -4.78203 -3.19874 0.93070
N 0.18562 0.56007 1.37395
C -0.40943 -0.30267 0.51366
N -1.73007 -0.51688 0.65600
O 0.19797 -0.83824 -0.42601
H -0.35063 1.14341 1.97789
H 1.09177 0.97441 1.04444
H -2.25303 -0.21672 1.43065
H -2.09761 -1.24829 0.10793
*
```



Version two
The following is a quantum chemistry calculation of 9 unconnected molecules or ions with the total composition C18H57N15O9, from the OMol25 dataset.

Values from the calculation:
* SMILES string: COC[C@H](C)N.COC[C@H](C)N.COC[C@H](C)N.NC(N)=O.NC(N)=O.NC(N)=O.NC(N)=O.NC(N)=O.NC(N)=O
* E_HOMO: -8.919 eV

```
! wB97M-V def2-TZVPD RIJCOSX def2/J DEFGRID3
* xyz 0 1
C -2.17891 5.79056 -2.52990
O -1.46884 6.36254 -1.47787
C -2.14475 7.35884 -0.59540
C -1.20777 8.17238 0.18431
C -1.72853 8.75765 1.47796
N -0.60421 9.17749 -0.57792
H -3.16575 5.63363 -2.09445
H -1.64482 4.86953 -2.76351
H -2.16101 6.39196 -3.43880
H -2.82024 7.91890 -1.24204
H -2.77952 6.76042 0.05810
H -0.41439 7.50096 0.51275
H -0.95899 8.92775 2.23094
H -2.56750 8.16040 1.83504
H -2.23013 9.71571 1.34154
H 0.10635 8.69489 -1.10925
H -0.11770 9.70644 0.13175
C 0.18119 2.50736 0.68238
O 0.62762 1.17990 0.61926
C 1.21825 0.87799 -0.65773
C 1.50529 -0.63975 -0.38013
C 2.72525 -0.83307 0.40787
N 1.49134 -1.30136 -1.63347
H -0.19374 2.64969 1.69592
H -0.70218 2.63145 0.05599
H 0.79869 3.36893 0.42843
H 0.49520 0.96379 -1.46887
H 2.12235 1.48306 -0.72547
H 0.65037 -1.07984 0.13323
H 3.45709 -0.36136 -0.24788
H 2.99906 -1.88119 0.52855
H 2.49406 -0.34083 1.35251
H 0.58179 -1.25816 -2.07045
H 1.65715 -2.28132 -1.45379
C 0.84870 -2.04373 5.03125
O 0.49927 -3.37946 4.58041
C 1.49662 -4.39236 4.67552
C 0.98265 -5.82868 4.75232
C 1.39293 -6.58807 6.08461
N 1.30655 -6.82132 3.77648
H 1.06566 -2.02435 6.09926
H -0.06517 -1.45232 4.97477
H 1.58031 -1.42806 4.50799
H 2.17549 -4.29602 3.82819
H 1.91617 -4.04115 5.61824
H -0.09143 -5.74907 4.58461
H 0.71589 -7.40996 6.31743
H 1.26404 -5.99404 6.98938
H 2.43795 -6.89798 6.08337
H 0.63957 -7.57140 3.88883
H 1.28496 -6.58297 2.79524
N -6.09448 -0.02340 2.23999
C -5.02774 0.47085 2.70699
N -3.98553 -0.12737 2.31185
O -5.02535 1.34837 3.59768
H -6.99600 0.37847 2.45416
H -5.96941 -0.52186 1.37051
H -4.09702 -0.88933 1.65832
H -3.10387 0.30163 2.55419
N 4.21359 6.20993 -3.49619
C 3.15635 6.45452 -2.69645
N 2.04824 6.35871 -3.26232
O 3.23745 6.67862 -1.49494
H 4.00298 5.80241 -4.39601
H 5.13595 6.57772 -3.31163
H 2.06485 5.99301 -4.20365
H 1.20308 6.30043 -2.71240
N -2.64911 -4.35382 1.12277
C -3.68820 -5.13555 1.03579
N -4.15422 -5.00168 -0.14172
O -4.05512 -5.71475 2.04433
H -2.30413 -3.86844 0.30699
H -2.19165 -4.26661 2.01900
H -5.00934 -5.46255 -0.41823
H -3.76736 -4.28144 -0.73476
N -1.85944 -0.37405 -4.76866
C -2.56949 -0.73748 -3.75901
N -3.52876 0.10760 -3.66363
O -2.38531 -1.75406 -3.09369
H -2.03315 0.46598 -5.30184
H -1.12092 -1.02390 -4.99754
H -3.66685 0.92955 -4.23409
H -4.10038 -0.25640 -2.91473
N -0.14713 -6.60819 -1.91205
C 1.04579 -6.88228 -1.52765
N 1.10830 -8.04703 -0.91053
O 1.94278 -6.08997 -1.62432
H -0.87784 -7.29508 -1.79230
H -0.48953 -5.65972 -1.96921
H 1.98305 -8.25925 -0.45240
H 0.25619 -8.54664 -0.69978
N 5.21912 -1.74229 -3.66938
C 6.16985 -0.82672 -3.92541
N 5.88287 0.32359 -3.42056
O 7.23133 -0.96121 -4.44162
H 5.41351 -2.68197 -3.98455
H 4.42889 -1.58865 -3.05943
H 5.07438 0.16816 -2.83550
H 6.60685 1.02732 -3.39398
*
```



In terms of stability, version one leads; the second structure lies 7.815 eV higher.



Version one
The following is a quantum chemistry calculation of 3 unconnected molecules or ions with the total composition C6H19NO2, from the OMol25 dataset.

Values from the calculation:
* SMILES string: CCN(CC)CC.O.O
* E_HOMO: -9.062 eV

```
! wB97M-V def2-TZVPD RIJCOSX def2/J DEFGRID3
* xyz 0 1
C 0.17923 2.62666 -0.47240
C -0.82274 1.53500 -0.82898
N -0.46415 0.15746 -0.40688
C -1.23820 -0.26206 0.77432
C -0.76839 0.46445 1.98604
C -0.49832 -0.66452 -1.61137
C -0.19594 -2.11565 -1.25790
H 0.98725 2.83170 -1.18254
H 0.68808 2.44118 0.47682
H -0.29187 3.60308 -0.40326
H -1.81203 1.78669 -0.39620
H -0.99252 1.71715 -1.90185
H -1.13765 -1.35027 0.89561
H -2.30583 -0.32372 0.42060
H -0.39701 1.47735 1.79398
H 0.08325 -0.06333 2.43855
H -1.44634 0.70364 2.80023
H 0.19577 -0.30343 -2.35905
H -1.45341 -0.80250 -2.15359
H 0.42365 -2.72049 -1.93691
H -1.12180 -2.62099 -0.97594
H 0.60018 -2.33701 -0.50156
O 2.58304 0.04597 0.01687
H 3.06760 0.60653 -0.61399
H 1.61970 0.04047 -0.03899
O 1.28591 -2.42909 2.01514
H 2.22551 -2.25494 2.08953
H 1.00701 -1.78935 1.33375
*
```



Version two
The following is a quantum chemistry calculation of 3 unconnected molecules or ions with the total composition C6H19NO2, from the OMol25 dataset.

Values from the calculation:
* SMILES string: CCNCC(C)C.O.O
* E_HOMO: -8.572 eV

```
! wB97M-V def2-TZVPD RIJCOSX def2/J DEFGRID3
* xyz 0 1
C 2.24220 1.15393 -0.59581
C 1.80081 0.96326 0.80435
N 0.36180 0.72489 0.95390
C -0.69252 1.65636 0.39345
C -1.81444 0.46065 0.09334
C -2.82839 0.74284 -1.06249
C -2.25614 0.14550 1.51631
H 1.72389 2.07522 -1.05289
H 1.90666 0.46382 -1.35536
H 3.33263 1.19294 -0.61072
H 2.40331 0.02748 1.17953
H 2.02689 1.79453 1.50697
H 0.15418 0.62969 1.98881
H -0.87764 2.33063 1.29555
H -0.57424 2.16486 -0.57854
H -1.30770 -0.51433 -0.21506
H -3.67505 0.01996 -1.13752
H -3.49686 1.70198 -0.87479
H -2.30772 0.60246 -2.04608
H -3.29951 0.04944 1.62923
H -2.20518 0.90420 2.26032
H -1.64705 -0.62089 1.91824
O 2.10735 -2.20670 0.52719
H 2.66431 -1.48136 0.88343
H 1.20340 -2.07528 1.03835
O 0.62887 -2.72287 -2.47924
H 1.10763 -2.74458 -1.59559
H -0.26353 -2.89362 -2.18969
*
```



In terms of stability, version one leads; the second structure lies 1.505 eV higher.